2 unconnected molecules or ions with the total composition C26H22F3N3O3S in a non-equilibrium geometry. Source: the Open Molecules 2025 dataset; level of theory: ωB97M-V with the def2-TZVPD basis set.

## Properties
E_LUMO: -0.55 eV
SMILES string: COC(=C1N(C)c2ccccc2N1C)c1ccccc1.O=C1c2ccccc2C(=O)N1SC(F)(F)F

Last column: Löwdin charge in e.
Geometry (Å):
C (-0.7668, 1.4315, -2.1841)  -0.04
O (0.0680, 0.8474, -1.1680)  -0.21
C (0.2083, -0.4881, -1.0942)  -0.32
C (-0.9849, -1.3150, -1.3570)  -0.22
C (-1.0244, -2.0950, -2.5279)  -0.06
C (-2.1132, -2.9235, -2.7920)  -0.08
C (-3.1906, -2.9680, -1.8982)  -0.09
C (-3.2117, -2.1004, -0.8020)  -0.07
C (-2.1588, -1.2109, -0.5984)  -0.07
C (1.5396, -0.9714, -1.1841)  -0.13
N (1.9793, -2.2726, -1.1935)  -0.01
C (1.1866, -3.4737, -1.0750)  -0.01
C (3.3571, -2.3100, -1.4117)  -0.15
C (3.7879, -1.0003, -1.4953)  -0.15
C (5.1205, -0.6814, -1.7452)  -0.01
C (6.0234, -1.7499, -1.8751)  -0.10
C (5.5809, -3.0839, -1.8012)  -0.10
C (4.2262, -3.3836, -1.5879)  -0.02
N (2.6634, -0.1903, -1.3532)  -0.01
C (2.7183, 1.2500, -1.4034)  0.00
H (-0.7870, 2.4918, -1.9445)  0.09
H (-0.3202, 1.2467, -3.1698)  0.10
H (-1.7704, 1.0077, -2.1290)  0.08
H (-0.1720, -2.0438, -3.2101)  0.12
H (-2.1102, -3.5409, -3.6929)  0.10
H (-4.0213, -3.6499, -2.0795)  0.10
H (-4.0609, -2.0961, -0.1150)  0.11
H (-2.2302, -0.4437, 0.1713)  0.05
H (1.8495, -4.2712, -0.7285)  0.09
H (0.3722, -3.3373, -0.3559)  0.11
H (0.7758, -3.7730, -2.0488)  0.09
H (5.4257, 0.3599, -1.8356)  0.10
H (7.0837, -1.5485, -2.0314)  0.10
H (6.3080, -3.8887, -1.9157)  0.10
H (3.8460, -4.4045, -1.5715)  0.10
H (3.7790, 1.5110, -1.4589)  0.08
H (2.1981, 1.6168, -2.2989)  0.10
H (2.2925, 1.6925, -0.4953)  0.08
F (2.1786, 0.3416, 1.5668)  0.08
C (1.0775, 1.0663, 1.9650)  -0.79
F (1.2022, 1.3338, 3.2844)  0.09
F (1.1012, 2.2573, 1.2783)  0.07
S (-0.3971, 0.1333, 1.6347)  1.21
N (-1.4814, 1.3994, 2.3340)  -0.16
C (-2.3082, 2.2539, 1.5669)  -0.35
O (-2.3977, 2.2706, 0.3451)  0.11
C (-3.0665, 3.0544, 2.5885)  -0.08
C (-2.8102, 2.5156, 3.8286)  -0.10
C (-3.3894, 3.0066, 4.9983)  0.01
C (-4.2248, 4.1251, 4.9017)  -0.05
C (-4.4910, 4.6969, 3.6384)  -0.06
C (-3.9389, 4.1478, 2.4696)  0.01
C (-1.8694, 1.3718, 3.6933)  -0.39
O (-1.5282, 0.5702, 4.5451)  0.11
H (-3.1582, 2.5175, 5.9391)  0.12
H (-4.6701, 4.5559, 5.7985)  0.11
H (-5.1391, 5.5769, 3.5917)  0.11
H (-4.1566, 4.5653, 1.4894)  0.12

Atoms 1-3, force components in eV/Å:
C 0.595 -0.669 0.440
O -0.528 2.224 0.399
C 2.175 -2.165 -0.939